This record from the Open Molecules 2025 dataset describes C6H10BNO2 in the gas phase at a distorted geometry. The level of theory is the ωB97M-V functional and the def2-TZVPD basis.

Properties
E_LUMO	0.6	eV
highest occupied orbital energy	-7.563	eV
relative energy (zero: lowest compared OMol25 entry of this formula, charge and spin)	2.2496	eV
E_tot	-464.70041	a.u.

Structure (ORCA input):
```
! RIJCOSX wB97M-V def2-TZVPD def2/J DEFGRID3
* xyz 0 1
O -0.52 0.35 -2.12
O -0.67 -1.96 -1.89
N 2.20 0.10 -0.82
C 0.73 0.33 0.96
C -1.59 0.90 1.99
C 2.24 -0.96 -1.40
C -0.67 0.80 0.80
C -0.26 -0.55 0.23
C 1.89 0.82 0.17
B -0.44 -0.74 -1.32
H -1.34 0.14 2.73
H -1.50 1.88 2.46
H -0.59 -1.40 0.82
H 1.01 0.00 1.96
H -0.73 0.14 -3.04
H 1.90 -1.14 -2.40
H 2.46 1.69 0.43
H -2.62 0.76 1.69
H -0.66 -2.71 -1.29
H -0.84 1.57 0.05
*
```

***

This record from the Open Molecules 2025 dataset describes 2 unconnected molecules or ions with the total composition C30H37N2O2 at a distorted geometry. The level of theory is the ωB97M-V functional and the def2-TZVPD basis.

Properties
E_LUMO	-4.4	eV
highest occupied orbital energy	-9.792	eV
relative energy (zero: lowest compared OMol25 entry of this formula, charge and spin)	0.4056	eV
E_tot	-1425.09765	a.u.

Structure (ORCA input):
```
! RIJCOSX wB97M-V def2-TZVPD def2/J DEFGRID3
* xyz 1 1
O -2.06 0.19 -2.32
O -2.98 -0.82 -0.51
N 4.07 0.90 -0.17
N -2.59 1.52 0.96
C -0.79 -2.53 0.20
C 1.28 0.16 -2.27
C 3.78 1.47 -2.61
C 1.66 0.69 -3.51
C -1.38 -5.46 -2.11
C 0.34 1.44 4.09
C 5.43 1.38 0.00
C 3.39 0.17 0.75
C -0.47 2.70 3.83
C 1.20 -1.14 0.70
C -1.52 1.57 1.82
C -3.94 1.83 1.44
C -1.42 -3.53 -0.51
C -2.52 1.57 -0.48
C -0.37 0.81 1.66
C 0.55 -2.17 -0.10
C 0.47 0.52 2.85
C -1.75 2.39 3.07
C 3.94 -0.08 2.09
C -0.71 -4.31 -1.44
C 1.24 -2.93 -1.08
C 2.90 1.32 -3.69
C -2.55 0.17 -1.07
C 0.63 -3.99 -1.72
C -3.84 2.24 -0.92
C -2.22 -0.99 -3.15
C 2.17 0.23 -1.21
C 2.20 -0.32 0.15
C -4.81 1.85 0.18
C 3.38 0.93 -1.39
H 5.68 2.01 -0.86
H -2.31 -5.71 -1.58
H -2.48 -3.73 -0.34
H 0.96 0.62 -4.34
H -1.40 -1.69 -2.94
H -0.12 0.86 4.91
H 4.18 0.87 2.60
H 4.85 -0.71 2.07
H -5.23 0.86 0.00
H 0.30 -0.29 -2.10
H -4.17 1.94 -1.92
H 1.34 1.73 4.45
H 1.53 0.52 2.56
H 2.28 -2.67 -1.30
H 4.74 1.99 -2.68
H -3.68 3.33 -0.92
H 1.18 -4.59 -2.45
H -0.13 0.41 0.68
H 5.55 1.95 0.93
H -3.19 -1.46 -2.99
H 6.14 0.53 0.02
H 1.23 -1.36 1.76
H -2.13 -0.61 -4.17
H -0.73 -6.34 -2.14
H 3.20 -0.62 2.68
H -4.29 1.12 2.20
H -1.60 2.05 -0.84
H 3.16 1.72 -4.67
H -1.64 -5.20 -3.15
H -5.65 2.55 0.31
H 0.24 -0.49 3.22
H -1.30 -2.00 1.00
H -3.97 2.84 1.90
H -2.44 1.84 3.72
H 0.14 3.40 3.24
H -2.23 3.35 2.81
H -0.73 3.19 4.77
*
```

***

This record from the Open Molecules 2025 dataset describes 11 unconnected molecules or ions with the total composition C20H40BN2O40S8 at a distorted geometry. The level of theory is the ωB97M-V functional and the def2-TZVPD basis.

Properties
E_LUMO	-3.5	eV
highest occupied orbital energy	-12.782	eV
relative energy (zero: lowest compared OMol25 entry of this formula, charge and spin)	1.1229	eV
E_tot	-7115.24697	a.u.

Structure (ORCA input):
```
! RIJCOSX wB97M-V def2-TZVPD def2/J DEFGRID3
* xyz 1 1
S 6.37 12.13 -9.57
S 4.32 4.81 -13.66
S 10.27 4.67 -12.74
S 7.30 7.20 -7.39
S 15.52 14.30 -9.89
S 10.00 15.55 -6.54
S 14.44 8.95 -15.52
S 11.33 7.87 -4.46
O 9.49 3.65 -13.38
O 10.91 9.16 -11.27
O 9.48 6.16 -12.64
O 10.16 8.35 -3.77
O 11.53 8.64 -5.89
O 5.23 4.38 -14.94
O 13.18 8.31 -15.69
O 3.10 5.42 -14.08
O 12.58 7.86 -3.77
O 7.14 7.97 -12.74
O 7.06 11.27 -8.65
O 15.13 8.45 -14.10
O 11.26 11.16 -8.51
O 7.33 12.42 -10.88
O 16.02 15.59 -9.52
O 8.13 7.37 -6.01
O 5.97 13.37 -8.97
O 11.05 6.37 -5.06
O 14.30 10.47 -14.95
O 5.86 7.30 -6.61
O 9.13 14.32 -7.13
O 11.31 5.24 -13.75
O 10.92 15.14 -5.51
O 9.44 7.52 -10.14
O 16.26 13.49 -10.80
O 13.95 14.47 -10.31
O 7.45 5.84 -7.78
O 5.36 5.89 -13.16
O 4.23 3.73 -12.70
O 9.13 16.68 -6.31
O 9.71 9.81 -9.36
O 5.17 11.45 -10.39
O 7.43 8.32 -8.25
O 15.43 8.86 -16.56
O 10.94 4.44 -11.49
O 8.49 9.21 -11.46
O 15.17 13.38 -8.57
O 12.80 10.26 -10.82
O 8.27 5.83 -10.95
O 10.81 15.83 -7.97
N 8.92 3.19 -10.59
N 9.17 10.59 -6.44
C 8.03 8.11 -11.94
C 6.68 11.99 -12.10
C 5.66 10.95 -11.60
C 8.52 7.00 -10.96
C 9.97 15.49 -9.02
C 9.33 14.15 -8.54
C 7.43 6.83 -4.87
C 10.44 7.20 -12.88
C 15.02 9.31 -13.01
C 13.99 12.63 -8.79
C 5.98 7.22 -5.19
C 13.11 13.65 -9.50
C 14.05 10.40 -13.55
C 11.68 9.94 -10.54
C 6.45 5.12 -15.01
C 11.51 6.63 -13.80
C 11.25 6.30 -6.47
C 6.69 5.60 -13.61
C 10.91 10.37 -9.34
C 11.80 7.64 -6.91
B 9.64 8.95 -10.56
H 7.58 5.76 -5.05
H 8.47 10.82 -5.74
H 9.73 11.39 -6.77
H 8.39 2.92 -11.42
H 6.07 9.95 -11.51
H 8.37 2.90 -9.77
H 10.46 15.21 -9.95
H 5.60 8.19 -4.86
H 9.08 4.21 -10.52
H 14.40 8.87 -12.23
H 14.18 11.39 -13.10
H 7.88 7.17 -3.94
H 7.41 11.53 -12.76
H 9.80 2.66 -10.57
H 6.16 12.86 -12.49
H 6.43 5.88 -15.79
H 4.88 10.87 -12.37
H 12.46 14.27 -8.87
H 11.42 6.93 -14.85
H 10.81 7.34 -11.87
H 12.89 7.59 -6.85
H 10.09 13.37 -8.62
H 10.04 8.10 -13.36
H 8.41 13.96 -9.07
H 7.23 6.53 -13.52
H 14.20 11.83 -9.50
H 11.53 8.01 -7.89
H 13.52 12.26 -7.89
H 15.97 9.70 -12.65
H 11.75 5.36 -6.70
H 7.12 4.83 -12.96
H 13.04 10.02 -13.44
H 7.15 4.35 -15.34
H 9.25 16.28 -9.23
H 5.25 6.55 -4.72
H 12.50 6.90 -13.43
H 12.34 13.16 -10.11
H 8.65 10.35 -7.30
H 10.29 6.12 -6.97
H 9.79 9.83 -6.16
*
```

***

This record from the Open Molecules 2025 dataset describes 2 unconnected molecules or ions with the total composition CH2N2O3 at a distorted geometry. The level of theory is the ωB97M-V functional and the def2-TZVPD basis.

Properties
E_LUMO (alpha / beta)	-0.1 / -0.4	eV
highest occupied orbital energy (alpha / beta)	-9.369 / -7.511	eV
relative energy (zero: lowest compared OMol25 entry of this formula, charge and spin)	6.6964	eV
E_tot	-374.23304	a.u.

Structure (ORCA input):
```
! RIJCOSX wB97M-V def2-TZVPD def2/J DEFGRID3
* xyz 0 1
O -1.62 2.25 0.60
O -1.30 -1.64 1.74
O -0.26 2.13 0.94
N -0.11 -0.38 0.24
N -1.31 1.78 1.83
C -0.87 -0.74 1.19
H -0.19 -1.15 -0.50
H -0.16 0.63 -0.08
*
```

***

This record from the Open Molecules 2025 dataset describes 14 unconnected molecules or ions with the total composition C44H75NO22 at a distorted geometry. The level of theory is the ωB97M-V functional and the def2-TZVPD basis.

Properties
E_LUMO (alpha / beta)	1.9 / 1.9	eV
<S²>	0.750
highest occupied orbital energy (alpha / beta)	0.008 / -6.125	eV
E_tot	-3431.54597	a.u.

Structure (ORCA input):
```
! RIJCOSX wB97M-V def2-TZVPD def2/J DEFGRID3
* xyz -1 2
O -1.21 6.45 2.50
O 2.31 5.44 -0.08
O -0.87 13.63 8.83
O -3.28 10.34 2.13
O -0.81 8.86 -0.13
O -0.99 14.38 0.05
O -3.77 12.04 5.31
O -2.21 13.51 4.61
O 1.87 3.71 1.32
O 1.86 5.04 8.90
O -4.57 8.57 1.44
O 1.99 11.57 5.46
O 4.60 10.26 1.64
O -3.05 13.83 0.74
O 4.49 6.30 4.97
O 1.56 7.24 8.99
O -4.00 8.78 9.90
O 6.76 6.73 4.75
O 0.57 9.63 11.40
O -2.16 8.34 8.74
O 0.60 8.43 1.47
O 2.10 10.35 12.92
N -1.04 10.67 5.17
C 1.75 4.74 3.41
C -1.87 13.60 0.76
C -0.87 9.10 -1.52
C 2.20 5.02 1.07
C -5.13 11.66 5.10
C -0.54 10.38 6.39
C -4.58 13.77 3.93
C 0.39 4.33 7.25
C 0.45 9.82 -1.77
C 0.40 9.04 4.83
C 3.99 10.01 2.92
C -2.17 13.70 8.27
C 0.40 9.31 6.21
C 0.39 8.79 0.33
C 5.47 8.11 6.24
C -1.17 12.50 1.47
C -0.49 9.88 4.22
C 0.15 9.95 10.09
C 1.66 10.40 11.80
C 3.45 6.75 5.85
C -4.01 9.77 7.81
C -5.17 10.29 8.56
C 0.28 12.92 1.24
C 2.06 3.40 2.71
C 0.34 13.92 0.14
C -3.93 8.41 3.71
C -3.85 9.22 2.39
C -5.16 7.37 1.97
C 0.20 5.82 7.55
C -3.36 13.15 4.65
C 1.38 10.72 9.48
C 1.31 6.15 8.45
C -5.54 12.60 3.93
C 1.43 9.31 -0.69
C -1.73 5.93 1.28
C -5.32 9.38 9.79
C 2.37 5.76 2.47
C 5.65 6.99 5.25
C -5.15 7.51 3.49
C 1.20 3.83 8.41
C 2.29 11.03 10.60
C 3.95 8.12 6.36
C 1.48 12.88 5.17
C -3.25 8.91 8.81
H 0.67 4.86 3.50
H 0.52 3.56 9.22
H 1.09 8.40 4.31
H -5.69 11.93 6.00
H 5.24 9.57 1.42
H 2.18 4.86 4.40
H -0.69 7.21 2.22
H -2.39 6.65 0.80
H 3.30 10.67 10.42
H 4.71 10.13 3.73
H 0.62 13.45 -0.80
H 0.76 9.57 -2.79
H -4.95 6.54 3.94
H -6.10 10.17 7.99
H -2.80 14.51 8.66
H 5.98 7.81 7.16
H -6.59 12.87 4.01
H 1.90 10.09 8.76
H 2.20 9.96 -0.26
H 0.95 8.82 7.00
H 3.67 8.97 2.96
H -5.49 12.05 2.99
H -1.45 12.53 2.52
H 3.41 6.03 6.67
H -4.12 9.05 4.57
H 1.07 11.56 8.86
H 1.83 2.97 8.17
H 1.04 4.07 6.42
H 0.36 6.39 6.63
H -0.52 3.77 7.07
H 3.49 8.95 5.84
H -1.67 11.42 4.94
H 2.34 13.36 4.69
H -0.80 10.47 10.04
H -0.82 11.02 7.21
H -4.95 14.61 4.51
H 5.93 9.05 5.92
H 0.69 13.31 2.17
H 3.34 6.10 2.83
H -6.20 7.09 1.79
H 3.07 3.03 2.88
H -3.04 7.81 3.87
H 2.46 6.81 5.38
H -1.39 11.50 1.07
H -4.37 9.14 7.00
H -6.00 8.54 9.64
H 1.78 6.67 2.44
H -5.54 9.97 10.68
H 3.63 8.32 7.38
H 0.93 12.08 0.99
H -2.74 12.79 8.46
H 0.92 14.81 0.38
H -4.49 6.56 1.69
H -1.63 9.76 -1.93
H -3.44 10.64 7.49
H -2.28 5.00 1.45
H 1.25 10.97 5.55
H -6.07 7.96 3.85
H 0.75 12.85 4.36
H 1.20 13.39 6.09
H 0.06 8.98 9.60
H -0.73 6.09 8.04
H -5.20 10.58 4.94
H 2.37 12.12 10.64
H -5.03 11.34 8.79
H 3.20 10.60 3.39
H 1.31 2.64 2.93
H -0.78 10.12 3.21
H -0.92 13.63 9.79
H 0.38 10.91 -1.85
H 1.97 8.42 -0.99
H -2.17 13.84 7.19
H -4.27 14.07 2.93
H -0.93 5.75 0.56
H -1.05 8.18 -2.08
*
```

***

This record from the Open Molecules 2025 dataset describes a molecular structure, C25H34N6RbS. The level of theory is the ωB97M-V functional and the def2-TZVPD basis.

Properties
E_LUMO	2.2	eV
highest occupied orbital energy	-3.377	eV
relative energy (zero: lowest compared OMol25 entry of this formula, charge and spin)	0.0000	eV
E_tot	-1723.83086	a.u.

Structure (ORCA input):
```
! RIJCOSX wB97M-V def2-TZVPD def2/J DEFGRID3
* xyz -1 1
Rb 0.13 0.03 -0.45
S -0.69 0.17 -4.61
N -2.29 0.94 -2.60
N -0.37 2.12 -2.82
N -1.70 2.01 0.31
N -2.62 -0.53 0.65
N 0.63 -0.47 2.26
N 2.13 1.68 0.90
C -5.26 3.05 0.77
C -6.08 2.22 1.50
C -4.51 0.30 1.90
C 2.64 -0.68 3.62
C -3.31 -0.05 -2.87
C -5.66 1.02 2.08
C -1.16 3.35 0.31
C -2.98 1.86 0.57
C 4.71 -0.81 1.33
C 3.95 -1.11 3.66
C 3.72 -0.03 0.77
C 0.38 3.30 0.35
C 2.57 0.57 1.40
C -0.25 -2.76 2.61
C 0.97 2.39 1.44
C -0.18 -1.30 3.12
C -1.16 1.12 -3.30
C 0.96 2.43 -3.30
C -2.06 -2.96 0.71
C -2.96 -1.84 1.20
C 4.88 -1.26 2.64
C -3.91 2.92 0.44
C -0.58 -2.94 1.13
C -3.39 0.46 0.99
C 1.89 -0.25 2.48
H -1.46 3.96 -0.57
H 0.76 4.32 0.45
H -0.96 -3.32 3.23
H -3.49 -0.62 -1.95
H 5.82 -1.75 2.88
H 3.88 0.31 -0.25
H -0.14 -3.88 0.78
H -5.71 3.98 0.43
H 1.71 1.77 -2.87
H -1.18 -0.87 3.14
H -0.06 -2.16 0.60
H 0.16 -1.33 4.16
H 0.77 2.95 -0.61
H 4.28 -1.46 4.64
H -6.36 0.57 2.77
H -0.71 2.62 -2.01
H -2.50 -3.90 1.08
H -1.54 3.92 1.18
H -2.11 -3.02 -0.38
H 5.52 -1.06 0.64
H 0.99 2.33 -4.38
H 1.19 3.45 -3.02
H -4.23 0.42 -3.19
H -4.00 -2.10 0.95
H -7.09 2.55 1.70
H -2.36 1.43 -1.71
H 0.73 -3.20 2.79
H -3.50 3.80 -0.05
H -4.45 -0.60 2.51
H -2.95 -0.72 -3.65
H 1.29 3.00 2.29
H -2.92 -1.82 2.29
H 2.07 -0.79 4.54
H 0.20 1.72 1.82
*
```

***

This record from the Open Molecules 2025 dataset describes C6H10N2 in the gas phase at a distorted geometry. The level of theory is the ωB97M-V functional and the def2-TZVPD basis.

Properties
E_LUMO	0.9	eV
highest occupied orbital energy	-7.418	eV
relative energy (zero: lowest compared OMol25 entry of this formula, charge and spin)	4.3699	eV
E_tot	-343.97613	a.u.

Structure (ORCA input):
```
! RIJCOSX wB97M-V def2-TZVPD def2/J DEFGRID3
* xyz 0 1
N 0.21 0.38 1.02
N -1.59 1.52 1.83
C -1.23 -0.34 -1.58
C -1.15 0.47 1.30
C 1.98 0.31 -0.75
C -0.15 -0.95 -1.13
C 0.80 -0.40 -0.11
C 0.96 -0.92 1.26
H -1.51 0.65 -1.26
H 1.65 1.16 -1.35
H 0.69 1.24 1.27
H 0.12 -1.94 -1.48
H -1.88 -0.81 -2.31
H -1.71 -0.45 1.08
H 2.67 0.65 0.03
H 0.22 -1.70 1.48
H -2.57 1.51 2.09
H 2.50 -0.39 -1.39
*
```

***

This record from the Open Molecules 2025 dataset describes 2 unconnected molecules or ions with the total composition C4H12NO2P at a distorted geometry. The level of theory is the ωB97M-V functional and the def2-TZVPD basis.

Properties
E_LUMO (alpha / beta)	-0.3 / -0.2	eV
highest occupied orbital energy (alpha / beta)	-8.134 / -8.092	eV
relative energy (zero: lowest compared OMol25 entry of this formula, charge and spin)	6.2804	eV
E_tot	-706.00881	a.u.

Structure (ORCA input):
```
! RIJCOSX wB97M-V def2-TZVPD def2/J DEFGRID3
* xyz 0 1
P -1.81 -0.48 -0.94
O -2.71 0.79 -1.28
O -0.51 0.27 -0.75
N -2.44 -1.49 1.58
C 1.21 1.65 -0.12
C 0.69 0.28 0.04
C 1.84 -0.65 -0.63
C 0.30 -0.14 1.42
H 0.51 2.33 0.33
H 1.36 1.93 -1.14
H 1.71 -0.69 -1.63
H -1.61 -1.11 -2.30
H -3.64 0.83 -1.13
H -2.08 -2.53 1.37
H 1.71 -1.64 -0.19
H 2.79 -0.27 -0.29
H 0.39 -1.22 1.45
H 2.13 1.87 0.36
H 1.01 0.24 2.27
H -0.84 0.03 1.59
*
```